(1)
A 7-piece molecular cluster, C25H68N6O11 overall at a distorted geometry. Source: the Open Molecules 2025 dataset; level of theory: ωB97M-V/def2-TZVPD.

Properties
**E_HOMO**: -8.26 eV
**SMILES**: COCCNCCOC.COCCNCCOC.COCCNCCOC.COCCNCCOC.NC(N)=O.O.O
**Frontier orbital gap**: 8.63 eV
**Total energy**: -58481.84686 eV
**Strongest force on any atom**: 6.0 eV Å⁻¹

Element x y z (Å)
C1 10.261 -2.964 -10.114
O1 9.188 -2.557 -9.208
C2 8.069 -3.471 -9.186
C3 7.218 -3.055 -8.008
N1 7.809 -3.304 -6.724
C4 7.134 -2.689 -5.647
C5 5.630 -2.850 -5.561
O2 4.998 -2.350 -4.356
C6 5.285 -3.347 -3.315
H1 10.392 -4.037 -9.969
H2 11.187 -2.499 -9.776
H3 10.104 -2.604 -11.131
H4 8.370 -4.507 -9.027
H5 7.373 -3.432 -10.024
H6 6.243 -3.480 -8.245
H7 7.118 -1.972 -8.064
H8 8.817 -3.323 -6.671
H9 7.449 -1.648 -5.575
H10 7.637 -3.053 -4.751
H11 5.139 -3.806 -5.747
H12 5.201 -2.228 -6.347
H13 6.368 -3.475 -3.334
H14 4.876 -4.300 -3.651
H15 4.862 -3.133 -2.334
C7 7.526 -0.918 1.083
O3 8.164 -2.100 1.358
C8 8.087 -2.486 2.719
C9 8.980 -3.643 2.846
N2 8.921 -4.598 1.753
C10 10.066 -5.449 1.626
C11 9.997 -6.224 0.309
O4 10.291 -5.239 -0.673
C12 10.411 -5.628 -2.020
H16 7.555 -0.777 0.003
H17 8.001 -0.073 1.581
H18 6.458 -0.939 1.298
H19 7.038 -2.609 2.987
H20 8.326 -1.686 3.419
H21 8.854 -4.178 3.787
H22 10.011 -3.295 2.785
H23 8.854 -3.991 0.949
H24 9.966 -6.150 2.454
H25 11.083 -5.056 1.655
H26 9.031 -6.711 0.179
H27 10.732 -7.023 0.413
H28 10.748 -4.778 -2.614
H29 9.576 -6.134 -2.504
H30 11.240 -6.317 -2.175
C13 -8.145 5.174 3.922
O5 -9.475 5.817 3.803
C14 -10.160 5.748 2.654
C15 -11.426 6.612 3.006
N3 -12.419 6.791 1.958
C16 -12.885 5.573 1.259
C17 -14.342 5.901 0.725
O6 -14.864 4.665 0.241
C18 -16.151 4.765 -0.415
H31 -7.312 5.854 3.741
H32 -7.848 4.370 3.248
H33 -8.210 4.750 4.924
H34 -10.297 4.698 2.396
H35 -9.484 5.978 1.830
H36 -11.242 7.628 3.357
H37 -11.899 6.104 3.846
H38 -12.086 7.431 1.251
H39 -12.863 4.690 1.897
H40 -12.180 5.387 0.449
H41 -14.140 6.693 0.003
H42 -14.995 6.122 1.569
H43 -16.666 3.854 -0.109
H44 -15.995 4.837 -1.492
H45 -16.790 5.605 -0.144
C19 -7.582 -0.497 4.848
O7 -6.264 -0.423 4.351
C20 -5.700 -1.602 3.885
C21 -4.496 -1.511 3.003
N4 -3.268 -0.963 3.685
C22 -2.578 -1.974 4.478
C23 -1.320 -1.519 5.256
O8 -1.697 -0.649 6.335
C24 -1.292 0.698 6.026
H46 -7.555 -1.127 5.738
H47 -8.275 -0.789 4.060
H48 -7.978 0.496 5.062
H49 -6.494 -1.946 3.222
H50 -5.509 -2.335 4.669
H51 -4.775 -0.797 2.228
H52 -4.233 -2.461 2.537
H53 -3.459 -0.185 4.300
H54 -2.211 -2.697 3.750
H55 -3.415 -2.423 5.012
H56 -0.688 -1.038 4.510
H57 -0.687 -2.331 5.615
H58 -1.881 1.374 6.646
H59 -1.561 1.027 5.023
H60 -0.215 0.830 6.130
N5 0.409 0.914 -0.022
C25 0.152 2.059 -0.545
N6 -0.908 2.641 -0.079
O9 0.915 2.626 -1.376
H61 -0.199 0.431 0.624
H62 1.153 0.380 -0.448
H63 -1.180 3.551 -0.424
H64 -1.487 2.114 0.558
O10 0.169 7.237 -2.567
H65 0.414 6.325 -2.409
H66 0.998 7.714 -2.555
O11 -4.034 6.911 -0.439
H67 -4.722 7.462 -0.812
H68 -3.320 7.519 -0.246


(2)
One molecule with the formula C7H11NO2 at a distorted geometry. Source: the Open Molecules 2025 dataset; level of theory: ωB97M-V/def2-TZVPD.

Properties
**E_HOMO**: -9.01 eV
**SMILES**: C#CNCCOCCC=O
**Frontier orbital gap**: 9.82 eV
**Total energy**: -13019.00801 eV
**Strongest force on any atom**: 1.2 eV Å⁻¹

Element x y z (Å)
C1 -0.534 -0.601 -3.946
C2 0.073 -0.473 -2.925
N1 0.428 -0.412 -1.625
C3 -0.120 -1.532 -0.833
C4 -0.911 -1.020 0.339
O1 -0.020 -0.665 1.385
C5 -0.450 0.478 2.120
C6 0.200 1.752 1.566
C7 1.637 1.537 1.189
O2 2.503 2.239 1.618
H1 -1.010 -0.833 -4.836
H2 1.439 -0.388 -1.601
H3 0.636 -2.216 -0.477
H4 -0.811 -2.067 -1.461
H5 -1.539 -0.197 0.034
H6 -1.533 -1.848 0.679
H7 -0.159 0.312 3.145
H8 -1.528 0.567 2.076
H9 0.159 2.508 2.334
H10 -0.361 2.120 0.720
H11 1.904 0.737 0.499


(3)
C20H21F3LiN3O5 as an isolated structure at a distorted geometry. Source: the Open Molecules 2025 dataset; level of theory: ωB97M-V/def2-TZVPD.

Properties
**Total charge**: -2
**E_HOMO**: 2.20 eV
**Frontier orbital gap**: 1.96 eV
**Total energy**: -44143.25610 eV
**Strongest force on any atom**: 5.2 eV Å⁻¹

Element x y z (Å)
Li1 -0.902 -0.564 0.620
C1 -1.144 -1.563 3.515
O1 -0.689 -0.779 2.645
O2 -1.716 -2.632 3.172
O3 -0.980 -1.362 4.726
C2 0.350 -2.804 -1.150
O4 1.216 -1.743 -0.898
O5 -0.736 -2.570 -0.311
C3 -0.054 -2.875 -2.668
F1 -1.281 -3.565 -2.865
F2 -0.174 -1.570 -3.199
F3 0.819 -3.431 -3.496
C4 2.578 -1.775 -1.495
C5 3.438 -0.596 -0.862
H1 3.011 0.380 -1.093
H2 3.849 -0.812 0.124
H3 4.376 -0.688 -1.409
H4 2.515 -1.634 -2.574
H5 3.070 -2.746 -1.437
H6 0.936 -3.646 -0.784
N1 -0.693 1.406 -0.309
C6 -0.913 2.646 0.021
C7 -0.838 3.734 -0.927
C8 -0.553 3.428 -2.228
C9 -0.219 2.103 -2.662
C10 -0.270 1.184 -1.609
H7 -1.229 2.743 1.049
H8 -1.001 4.741 -0.573
H9 -0.464 4.285 -2.879
H10 0.196 1.697 -3.572
H11 -0.029 0.133 -1.672
N2 2.603 0.440 3.203
C11 2.170 1.114 2.062
C12 2.955 1.921 1.285
C13 4.306 2.045 1.445
C14 4.863 1.224 2.435
C15 3.989 0.536 3.355
H12 1.154 1.120 1.695
H13 2.468 2.385 0.440
H14 4.900 2.636 0.763
H15 5.927 1.257 2.614
H16 4.370 -0.181 4.067
N3 -3.113 -0.296 0.380
C16 -4.085 -0.120 1.346
C17 -5.415 -0.308 1.159
C18 -5.910 -0.684 -0.072
C19 -4.983 -0.861 -1.110
C20 -3.627 -0.649 -0.806
H17 -3.752 0.184 2.327
H18 -6.060 -0.113 2.003
H19 -6.975 -0.643 -0.244
H20 -5.402 -1.222 -2.038
H21 -2.849 -0.910 -1.508


(4)
A 9-piece molecular cluster, BrH16O8 overall. Source: the Open Molecules 2025 dataset; level of theory: ωB97M-V/def2-TZVPD.

Properties
**Total charge**: -1
**E_HOMO**: -6.43 eV
**Frontier orbital gap**: 9.48 eV
**Total energy**: -86686.25977 eV
**Strongest force on any atom**: 0.3 eV Å⁻¹

Element x y z (Å)
Br1 -0.085 -0.218 -0.440
O1 -0.761 3.070 -1.056
H1 -0.473 2.141 -1.000
H2 -0.383 3.381 -1.883
O2 -2.754 1.634 1.209
H3 -2.031 1.339 0.631
H4 -3.079 0.818 1.600
O3 -1.629 -1.649 2.429
H5 -1.519 -1.314 1.525
H6 -2.575 -1.620 2.597
O4 2.357 -1.142 1.915
H7 1.959 -1.133 2.792
H8 1.945 -0.392 1.464
O5 2.952 1.072 -1.412
H9 2.244 0.420 -1.263
H10 3.527 0.667 -2.068
O6 1.874 -2.482 -2.328
H11 1.368 -1.936 -1.699
H12 2.366 -1.843 -2.851
O7 0.285 2.085 2.386
H13 -0.432 2.696 2.182
H14 0.240 1.456 1.652
O8 -1.749 -2.746 -2.126
H15 -1.428 -2.090 -1.482
H16 -2.217 -2.214 -2.775


(5)
A 2-piece molecular cluster, C8H14IN2 overall at a distorted geometry. Source: the Open Molecules 2025 dataset; level of theory: ωB97M-V/def2-TZVPD.

Properties
**Total charge**: +1
**E_HOMO (alpha / beta)**: -12.05 / -10.98 eV
**Frontier orbital gap (alpha / beta)**: 7.79 / 6.90 eV
**Total energy**: -19593.16602 eV
**Strongest force on any atom**: 4.3 eV Å⁻¹

Element x y z (Å)
C1 1.377 0.571 0.661
C2 1.180 -0.320 -0.332
C3 0.562 1.741 0.719
C4 0.031 -0.162 -1.240
C5 -1.074 0.786 -0.615
C6 2.020 -1.615 -0.358
C7 -0.647 -1.512 -1.695
C8 -1.965 -0.897 1.428
N1 -0.642 1.778 0.159
N2 0.919 2.776 1.475
I1 -2.941 1.099 -1.707
H1 2.288 0.526 1.300
H2 0.384 0.282 -2.269
H3 3.127 -1.486 -0.525
H4 1.586 -2.179 -1.218
H5 1.749 -1.947 0.593
H6 -0.623 -1.777 -2.700
H7 -1.743 -1.342 -1.619
H8 -0.463 -2.184 -0.945
H9 -0.974 -0.961 1.638
H10 -2.397 -1.710 0.929
H11 -2.625 -0.458 2.190
H12 -1.354 2.512 0.475
H13 1.858 2.829 1.935
H14 0.368 3.652 1.722


(6)
A 2-piece molecular cluster, C28H29N5O4 overall at a distorted geometry. Source: the Open Molecules 2025 dataset; level of theory: ωB97M-V/def2-TZVPD.

Properties
**E_HOMO**: -7.65 eV
**Frontier orbital gap**: 6.15 eV
**Total energy**: -45147.61605 eV
**Strongest force on any atom**: 2.1 eV Å⁻¹

Element x y z (Å)
C1 -0.950 -2.676 2.527
N1 -1.037 -1.665 1.504
C2 -2.229 -1.320 0.933
O1 -3.329 -1.819 1.195
C3 -1.936 -0.225 -0.097
C4 -2.796 1.034 0.103
C5 -4.254 0.759 -0.074
C6 -4.905 0.309 -1.213
N2 -6.217 0.023 -0.896
C7 -6.457 0.304 0.438
C8 -7.583 0.101 1.225
C9 -7.491 0.406 2.588
C10 -6.291 0.882 3.145
C11 -5.148 1.063 2.357
C12 -5.234 0.783 0.993
N3 -0.491 -0.010 0.072
C13 0.219 0.793 -0.741
C14 1.579 1.027 -0.571
C15 2.425 1.549 -1.549
C16 3.665 2.244 -1.222
C17 4.164 3.279 -2.048
C18 5.454 3.771 -1.866
C19 6.259 3.268 -0.834
C20 5.755 2.281 0.018
C21 4.440 1.844 -0.110
C22 0.122 -0.871 1.104
C23 0.623 -0.040 2.305
C24 1.235 -1.791 0.593
H1 -1.939 -3.122 2.668
H2 -0.231 -3.450 2.234
H3 -0.607 -2.242 3.476
H4 -2.141 -0.635 -1.107
H5 -2.625 1.417 1.122
H6 -2.468 1.807 -0.616
H7 -4.490 0.150 -2.205
H8 -6.915 -0.345 -1.546
H9 -8.488 -0.282 0.759
H10 -8.360 0.270 3.231
H11 -6.252 1.102 4.212
H12 -4.198 1.403 2.777
H13 -0.338 1.259 -1.567
H14 2.055 0.690 0.349
H15 2.027 1.709 -2.558
H16 3.538 3.658 -2.864
H17 5.846 4.550 -2.524
H18 7.305 3.565 -0.740
H19 6.373 1.836 0.799
H20 4.027 1.111 0.588
H21 -0.230 0.416 2.828
H22 1.166 -0.704 2.991
H23 1.292 0.762 1.988
H24 0.815 -2.547 -0.082
H25 2.004 -1.240 0.049
H26 1.716 -2.294 1.440
C25 3.456 -0.584 -2.326
C26 4.464 -1.196 -1.518
O2 5.444 -0.631 -1.023
N4 4.273 -2.555 -1.209
C27 3.334 -3.414 -1.775
O3 3.224 -4.586 -1.473
N5 2.540 -2.774 -2.725
C28 2.519 -1.400 -3.033
O4 1.689 -0.983 -3.849
H27 3.740 0.339 -2.829
H28 4.957 -2.991 -0.604
H29 1.886 -3.372 -3.216